{"formula": "C32H43BrN2P2Tc", "method": "ωB97M-V/def2-TZVPD", "total_charge": 4, "spin_multiplicity": 4, "symbols": ["C", "C", "C", "C", "N", "C", "C", "C", "C", "C", "C", "C", "C", "C", "Tc", "P", "H", "H", "H", "H", "H", "H", "H", "H", "C", "C", "H", "H", "H", "H", "H", "C", "C", "H", "H", "H", "H", "H", "C", "C", "H", "H", "H", "H", "H", "Br", "P", "C", "C", "H", "H", "H", "H", "H", "C", "C", "H", "H", "H", "H", "H", "C", "C", "H", "H", "H", "H", "H", "N", "C", "C", "C", "C", "C", "C", "C", "H", "H", "H", "H", "H"], "xyz": [[1.763, 3.661, -0.483], [0.780, 2.903, -1.176], [0.871, 2.910, -2.595], [1.906, 3.616, -3.212], [2.851, 4.315, -2.554], [2.749, 4.330, -1.210], [-0.203, 2.135, -0.495], [-1.287, 1.733, 0.055], [-2.640, 2.022, 0.457], [-3.440, 1.021, 1.054], [-4.756, 1.278, 1.451], [-5.289, 2.559, 1.250], [-4.521, 3.578, 0.658], [-3.209, 3.307, 0.266], [-0.009, 0.019, 0.179], [2.195, -0.522, -0.415], [0.138, 2.357, -3.192], [1.749, 3.702, 0.610], [1.983, 3.616, -4.309], [3.513, 4.914, -0.676], [-2.604, 4.094, -0.195], [-2.995, 0.032, 1.198], [-4.953, 4.572, 0.509], [-5.364, 0.494, 1.912], [2.783, -2.267, -0.055], [3.934, -2.866, -0.874], [1.878, -2.891, -0.163], [3.020, -2.280, 1.026], [4.123, -3.909, -0.562], [3.691, -2.884, -1.950], [4.872, -2.303, -0.749], [2.510, -0.274, -2.246], [3.898, 0.143, -2.746], [1.775, 0.497, -2.535], [2.178, -1.209, -2.733], [3.871, 0.292, -3.841], [4.212, 1.101, -2.299], [4.671, -0.613, -2.531], [3.435, 0.595, 0.431], [4.904, 0.175, 0.561], [3.007, 0.765, 1.433], [3.340, 1.563, -0.095], [5.470, 0.950, 1.110], [5.006, -0.767, 1.127], [5.391, 0.040, -0.418], [-7.083, 2.928, 1.788], [-1.389, -1.379, -1.197], [-0.473, -2.460, -2.431], [-1.148, -3.685, -3.064], [0.433, -2.784, -1.888], [-0.117, -1.761, -3.211], [-0.437, -4.208, -3.730], [-1.468, -4.409, -2.295], [-2.030, -3.414, -3.664], [-2.542, -2.586, -0.328], [-3.853, -3.027, -0.992], [-2.771, -2.101, 0.637], [-1.909, -3.457, -0.070], [-4.418, -3.695, -0.315], [-4.499, -2.159, -1.210], [-3.686, -3.572, -1.934], [-2.526, -0.323, -2.250], [-3.048, -0.836, -3.598], [-1.955, 0.611, -2.400], [-3.363, -0.041, -1.584], [-3.655, -0.054, -4.089], [-2.219, -1.084, -4.284], [-3.681, -1.731, -3.492], [0.117, -0.246, 2.071], [0.116, -0.214, 3.229], [0.076, -0.169, 4.671], [-1.144, 0.026, 5.341], [-1.174, 0.100, 6.739], [0.010, -0.017, 7.472], [1.227, -0.203, 6.808], [1.261, -0.278, 5.411], [-2.069, 0.129, 4.785], [-2.114, 0.252, 7.256], [-0.013, 0.041, 8.553], [2.144, -0.286, 7.377], [2.210, -0.412, 4.907]], "mulliken_charge": [-0.2526, 0.1306, -0.1082, -0.5284, -0.0815, -0.3634, 0.9952, -0.8287, 0.7685, 0.1166, -0.8440, -0.1130, -0.6707, -0.4765, -0.8526, 1.4761, 0.5811, 0.5047, 0.4538, 0.4498, 0.4727, 0.2655, 0.4659, 0.4952, -0.5813, -1.2413, 0.5185, 0.5173, 0.4289, 0.2763, 0.2654, -0.2194, -1.4866, 0.1009, 0.4480, 0.4271, 0.2899, 0.2920, -0.2371, -1.3043, 0.5361, -0.0789, 0.4322, 0.3087, 0.2538, -0.0477, 1.4135, -0.6018, -1.4191, 0.3102, 0.4192, 0.4260, 0.3146, 0.2833, -0.7744, -1.2333, 0.4845, 0.5506, 0.4280, 0.3078, 0.2478, -0.3757, -1.3308, 0.2593, 0.3361, 0.4230, 0.3299, 0.2887, -0.4875, -0.0261, 0.6539, -0.1362, -0.5322, -0.4966, -0.5255, -0.0959, 0.6098, 0.4776, 0.4737, 0.4755, 0.5674]}

---

{"formula": "C2H6FPS", "method": "ωB97M-V/def2-TZVPD", "spin_multiplicity": 1, "smiles": "CSP(C)F", "symbols": ["C", "S", "P", "C", "F", "H", "H", "H", "H", "H", "H"], "xyz": [[2.394, -0.479, -0.111], [0.939, -0.029, 0.874], [-0.752, -0.190, -0.491], [-2.075, 0.865, 0.168], [-1.515, -1.627, -0.205], [3.148, -0.095, 0.553], [2.471, 0.073, -1.129], [2.445, -1.526, -0.382], [-1.976, 0.970, 1.190], [-2.978, 0.227, -0.080], [-2.101, 1.809, -0.388]], "mulliken_charge": [-0.7648, -0.1368, 0.2777, -0.8323, -0.2977, 0.2750, 0.2905, 0.2992, 0.3213, 0.2519, 0.3159]}

---

{"formula": "C12H24O4", "method": "ωB97M-V/def2-TZVPD", "spin_multiplicity": 1, "smiles": "CC(C)=O.CC(C)=O.CC(C)=O.CC(C)=O", "symbols": ["C", "C", "C", "O", "H", "H", "H", "H", "H", "H", "C", "C", "C", "O", "H", "H", "H", "H", "H", "H", "C", "C", "C", "O", "H", "H", "H", "H", "H", "H", "C", "C", "C", "O", "H", "H", "H", "H", "H", "H"], "xyz": [[-3.080, -1.313, -0.898], [-2.574, 0.164, -0.501], [-3.348, 0.942, 0.448], [-1.660, 0.784, -1.112], [-3.566, -1.365, -1.824], [-3.577, -1.938, -0.063], [-2.179, -1.819, -1.173], [-3.093, 0.495, 1.365], [-4.363, 0.756, 0.508], [-3.113, 1.799, 0.634], [0.944, 3.150, 0.129], [1.602, 4.428, -0.324], [0.775, 5.636, -0.576], [2.874, 4.508, -0.502], [0.667, 3.393, 1.300], [1.607, 2.418, 0.240], [-0.022, 3.065, -0.244], [0.235, 5.734, 0.340], [0.251, 5.312, -1.671], [1.496, 6.479, -0.937], [0.344, -0.298, 1.969], [-0.435, -1.577, 2.285], [0.487, -2.791, 2.241], [-1.625, -1.734, 2.428], [0.907, -0.301, 1.141], [0.932, -0.078, 3.020], [-0.373, 0.563, 1.858], [-0.021, -3.690, 1.960], [0.969, -3.039, 3.142], [1.340, -2.798, 1.708], [3.096, -2.400, -1.553], [1.563, -2.076, -1.642], [0.574, -3.280, -1.872], [1.096, -1.036, -1.310], [3.161, -2.496, -2.608], [3.261, -3.318, -1.114], [3.604, -1.643, -1.061], [0.322, -3.697, -0.908], [1.277, -4.072, -2.509], [-0.355, -2.868, -2.315]], "mulliken_charge": [-0.6831, 0.8760, -1.7579, -0.5348, 0.4454, 0.2693, -0.1016, 0.4079, 0.4485, 0.6704, -1.0914, 0.6276, -0.9158, -0.6132, 0.2629, 0.5146, 0.3745, 0.3316, 0.2436, 0.2670, -0.7251, 0.8128, -1.4962, -0.5655, 0.2288, 0.3568, 0.1133, 0.4186, 0.4469, 0.3894, -1.4456, 0.7267, -0.7054, -0.4702, 0.4444, 0.3880, 0.3599, 0.1869, 0.3045, 0.1898]}

---

{"formula": "C6H9N3", "method": "ωB97M-V/def2-TZVPD", "spin_multiplicity": 1, "symbols": ["C", "C", "N", "C", "C", "C", "N", "C", "N", "H", "H", "H", "H", "H", "H", "H", "H", "H"], "xyz": [[-1.297, -1.102, 1.608], [1.206, 1.843, 0.335], [-0.847, -0.166, 0.595], [-1.153, -0.446, -0.671], [0.942, 0.491, -0.224], [1.781, -0.519, -0.420], [-1.637, -1.487, -1.221], [-0.403, 0.646, -1.493], [-0.487, 1.411, -2.384], [-1.897, -1.355, -2.196], [-2.354, -0.926, 1.840], [-0.733, -0.937, 2.526], [-1.210, -2.148, 1.296], [1.414, 2.548, -0.474], [2.059, 1.804, 1.016], [0.335, 2.206, 0.880], [1.444, -1.473, -0.807], [2.836, -0.389, -0.206]], "mulliken_charge": [-0.9214, -1.1972, -0.2244, 0.4321, 0.9124, -0.9299, -0.6628, 0.2539, -0.5513, 0.2694, 0.2890, 0.3211, 0.3416, 0.3056, 0.3970, 0.3256, 0.3301, 0.3091]}

---

For the records above, the corresponding electronic energy values read -4690.479679, -919.226838, -772.386719, -398.096037 Eh.